Entry 1:
The following is a quantum chemistry calculation of a 2-piece molecular cluster, C2H6N3O2 overall at a distorted geometry, from the Open Molecules 2025 dataset.

Properties
2S+1	1
Kohn-Sham gap	11.39	eV
ΔE to the lowest compared entry with this formula, charge and spin	6.8153	eV
total energy	-394.03098	Eh
LUMO	-3.91	eV
total charge	+1
molar mass	104.09	g/mol

```
13
Properties=species:S:1:pos:R:3:forces:R:3
C 1.464231 -0.234033 -0.598184 1.947 -0.328 -0.864
C 0.407615 -0.315555 -1.158409 -0.009 -0.871 -0.773
N 0.906306 0.726529 1.641450 2.640 0.620 1.758
N -0.247238 0.584026 1.373266 -2.716 -1.466 -0.604
N -0.904972 -0.450385 -1.813811 3.488 2.820 0.360
O -0.941836 -0.415401 2.105665 -0.745 0.328 -0.739
O -0.955499 0.988757 0.418002 0.549 0.171 1.327
H 2.560243 -0.180977 -0.301024 -2.199 -0.205 -0.421
H -0.501357 -0.821867 2.889279 0.743 1.075 -0.700
H 1.471724 1.433335 1.153918 -1.131 -0.037 -0.205
H -1.190650 -1.399162 -1.712939 -0.947 -0.898 0.308
H -0.749405 -0.221958 -2.848699 -0.773 -0.078 1.669
H -1.319161 0.306691 -1.148514 -0.847 -1.130 -1.114
```
Positions in Å, forces in eV/Å.



Entry 2:
The following is a quantum chemistry calculation of one molecule with the formula C9H18FO2PS, from the Open Molecules 2025 dataset.

Properties
2S+1	1
Kohn-Sham gap	9.75	eV
ΔE to the lowest compared entry with this formula, charge and spin	0.0000	eV
total energy	-1343.59801	Eh
LUMO	0.61	eV
molar mass	240.28	g/mol

```
32
Properties=species:S:1:pos:R:3:forces:R:3
C 1.123124 -3.369243 0.216662 0.025 0.035 0.082
C 0.651236 -2.327734 -0.795526 -0.047 -0.021 -0.071
C 0.842229 -0.904345 -0.314688 -0.037 -0.070 0.101
F 0.118968 -0.780570 0.901444 0.059 0.193 -0.037
P 0.348843 0.344522 -1.618420 0.067 0.050 0.053
C 1.404370 1.831427 -1.243306 0.026 0.022 0.089
C 1.068112 2.872052 -0.167686 -0.011 0.038 -0.020
C 1.019551 2.363005 1.269029 0.030 -0.049 -0.080
S 2.704621 1.971379 1.846038 0.033 -0.034 0.011
C -1.304700 0.870648 -0.966914 -0.194 -0.045 -0.006
O -2.302715 -0.060387 -1.414599 0.180 -0.035 0.039
C -2.777441 -1.015099 -0.559371 0.214 0.370 0.215
C -3.112320 -0.605957 0.858822 -0.048 -0.100 -0.073
O -2.959797 -2.120258 -0.971274 -0.194 -0.208 -0.117
H 2.039496 -3.046821 0.718840 0.007 -0.026 -0.064
H 1.327258 -4.323429 -0.269337 -0.060 0.011 0.011
H 0.370990 -3.537355 0.987819 0.038 0.023 -0.009
H -0.407924 -2.480005 -1.025786 0.060 -0.013 -0.087
H 1.190478 -2.427796 -1.740689 0.026 0.015 0.032
H 1.891215 -0.714640 -0.060784 -0.018 -0.035 0.012
H 1.479100 2.347494 -2.204474 0.030 0.011 0.047
H 2.404954 1.431076 -1.046792 -0.046 -0.032 -0.058
H 0.128284 3.380256 -0.404884 -0.027 -0.111 0.040
H 1.837833 3.650508 -0.223189 -0.070 0.026 -0.032
H 0.574952 3.109871 1.926086 0.061 0.018 -0.033
H 0.440102 1.451011 1.349183 -0.124 -0.084 -0.017
H 2.380638 0.905325 2.586357 0.011 -0.011 0.026
H -1.538486 1.849990 -1.387472 -0.079 -0.065 -0.057
H -1.311495 0.951577 0.115681 0.027 0.042 0.081
H -2.421742 -1.095542 1.546293 0.009 0.041 -0.057
H -4.112765 -0.986705 1.063424 0.052 -0.004 0.011
H -3.096968 0.465746 1.029514 0.001 0.047 -0.031
```
Positions in Å, forces in eV/Å.



Entry 3:
The following is a quantum chemistry calculation of one molecule with the formula C6H9O2P at a distorted geometry, from the Open Molecules 2025 dataset.

Properties
2S+1	1
Kohn-Sham gap	9.24	eV
ΔE to the lowest compared entry with this formula, charge and spin	1.6575	eV
total energy	-725.72573	Eh
LUMO	0.78	eV
molar mass	144.11	g/mol

```
18
Properties=species:S:1:pos:R:3:forces:R:3
O -3.123191 0.454972 -0.361446 0.043 0.042 0.274
C -1.835465 0.211447 0.037948 0.598 -0.422 -0.807
C -1.166816 -0.867637 -0.350980 1.349 0.548 -0.472
C 0.299403 -1.145563 -0.054454 1.139 -2.416 0.551
C 1.190002 0.008976 0.315625 -3.556 2.965 1.778
O 2.237716 -0.173766 1.254325 -1.595 0.356 0.442
P 1.946651 0.891131 -1.074606 -0.251 1.017 -2.046
C 0.074520 1.218401 1.181117 3.426 -2.911 -2.382
C -1.210690 1.232716 0.862956 0.417 -0.435 0.931
H -3.445048 -0.327829 -0.835646 0.106 0.316 0.168
H -1.598515 -1.449821 -1.126864 -0.441 -0.870 -0.333
H 0.337738 -1.886181 0.860652 0.109 0.966 -1.767
H 0.861446 -1.594738 -0.987956 -1.529 0.095 1.750
H 2.935274 -0.688620 0.887998 0.887 -0.758 -0.628
H 0.954982 0.892881 -2.269732 0.975 -0.374 1.881
H 2.618225 -0.282867 -1.508754 0.076 0.035 -0.211
H 0.843172 1.686891 1.794379 -1.182 0.669 0.302
H -1.919404 1.819607 1.375446 -0.571 1.175 0.569
```
Positions in Å, forces in eV/Å.



Entry 4:
The following is a quantum chemistry calculation of C12H13BrO2Sc as an isolated structure at a distorted geometry, from the Open Molecules 2025 dataset.

Properties
2S+1	1
Kohn-Sham gap	6.26	eV
ΔE to the lowest compared entry with this formula, charge and spin	2.8961	eV
total energy	-3950.29344	Eh
LUMO	3.03	eV
total charge	-1
molar mass	314.09	g/mol

```
29
Properties=species:S:1:pos:R:3:forces:R:3
C -2.303189 -0.774901 -1.891218 1.490 -0.565 1.544
C -1.744976 -1.479846 -0.724794 -0.658 1.437 0.570
C -1.136763 -0.465580 0.177518 -2.401 -0.448 -1.832
H -1.675866 -2.585063 -0.562960 -0.639 1.144 0.033
C -1.098667 0.797237 -0.608799 -0.972 -1.220 0.959
C -1.907158 0.581693 -1.786590 0.274 -0.742 0.910
H -2.300860 1.357520 -2.425132 0.602 0.049 -0.316
H -2.939609 -1.247201 -2.642261 0.572 0.287 0.019
H -1.230150 -0.681209 1.268200 1.311 0.549 -1.225
H -0.603612 1.766410 -0.308661 -0.803 -1.408 -0.294
Sc 0.365472 -1.085464 -1.515216 1.992 0.885 -0.165
Br 1.147184 -3.473233 -2.046146 -0.494 -0.082 0.155
C 2.173268 0.737887 -3.421311 -0.571 0.004 0.094
C 1.101660 1.526142 -3.920347 -0.114 -0.355 -0.221
C 0.110185 0.654366 -4.431766 0.712 0.324 0.312
H 1.071547 2.612840 -3.939177 -0.059 -0.209 0.073
C 0.555688 -0.672991 -4.235561 -0.331 0.032 0.444
C 1.841168 -0.619487 -3.638837 0.219 0.153 0.669
H 2.485782 -1.459931 -3.422210 -0.048 0.037 -0.122
H 3.088852 1.094492 -2.962026 -0.125 -0.003 -0.112
H -0.812660 0.951468 -4.910412 -0.051 -0.017 0.127
H 0.016760 -1.576132 -4.478700 0.057 -0.081 -0.265
C 1.357691 1.046830 3.181833 0.905 0.114 -1.029
O 1.838060 -0.151266 2.433287 1.365 0.219 3.129
C 1.396986 -0.437106 1.202412 -1.328 1.788 -2.847
O 1.823503 -1.455313 0.597294 -0.169 0.347 0.823
H 1.998851 1.382967 4.053109 -0.129 -1.449 -0.954
H 0.357902 0.892744 3.586482 -0.065 -0.090 -0.347
H 1.423651 1.952025 2.544789 -0.543 -0.697 -0.131
```
Positions in Å, forces in eV/Å.



Entry 5:
The following is a quantum chemistry calculation of C16H11F3FeO3S as an isolated structure at a distorted geometry, from the Open Molecules 2025 dataset.

Properties
2S+1	5
Kohn-Sham gap (spin up / spin down)	7.32 / 4.95	eV
ΔE to the lowest compared entry with this formula, charge and spin	0.1512	eV
total energy	-2802.72905	Eh
⟨S²⟩	6.098
LUMO (spin up / spin down)	-6.79 / -10.72	eV
total charge	+2
molar mass	396.17	g/mol

```
35
Properties=species:S:1:pos:R:3:forces:R:3
O 1.458476 -2.224367 1.242714 -1.140 3.483 -0.805
C 1.155312 -1.130931 0.984908 1.673 -5.739 1.258
Fe 0.818729 0.518442 0.609862 -3.362 0.191 0.136
C 2.034193 1.087604 1.772199 5.628 3.228 6.066
O 2.770468 1.510769 2.566359 -2.615 -1.568 -2.914
C 2.047244 0.553291 -0.672135 5.664 0.457 -6.796
O 2.787776 0.617890 -1.561735 -2.501 -0.252 3.109
C -0.912984 0.575255 1.805085 -0.411 0.630 1.736
C -1.526879 -0.295249 0.769422 -0.927 -1.182 0.378
C -0.883597 0.079848 -0.517385 -0.413 -0.452 -1.942
C -0.537656 1.398449 -0.814785 -1.313 -0.354 -1.115
C -0.349883 2.330669 0.216162 0.672 0.247 -0.147
C -0.549466 1.897224 1.537626 -1.394 -0.008 1.383
H -0.955774 0.207067 2.838924 0.009 0.500 -0.354
H -1.365309 -1.371074 1.004195 0.168 0.629 -0.235
H -2.640842 -0.254705 0.773898 0.368 0.562 -0.296
H -0.876119 -0.674678 -1.314010 -0.167 0.507 0.194
H -0.328820 1.678798 -1.846258 0.213 -0.125 0.248
H 0.018794 3.337138 0.003391 -0.193 -0.361 0.090
H -0.347249 2.578943 2.364036 0.198 -0.247 -0.196
F -5.594601 0.461016 8.758279 0.905 -0.791 -0.687
C -4.487445 -0.331314 8.757070 -0.904 1.111 3.234
F -3.501833 0.410937 9.332918 -0.430 -0.742 -1.047
F -4.754873 -1.338726 9.643692 0.408 0.510 -1.419
C -4.125105 -0.840428 7.394172 -0.069 -0.107 0.091
C -2.788802 -1.120500 7.101708 0.398 -0.159 -0.398
C -2.458902 -1.590981 5.851848 0.765 0.073 0.400
C -3.447988 -1.798004 4.854182 -0.243 0.284 0.852
S -3.021423 -2.324043 3.340055 -0.070 -0.204 -0.120
C -4.798656 -1.535753 5.207713 -0.848 0.081 -0.134
C -5.134438 -1.064908 6.455787 -0.093 -0.132 -0.454
H -2.019026 -0.960676 7.852244 -0.126 -0.025 -0.144
H -1.427472 -1.804709 5.608412 0.089 -0.015 0.105
H -5.571196 -1.706328 4.471750 -0.115 0.001 0.000
H -6.171853 -0.862666 6.709896 0.179 -0.031 -0.077
```
Positions in Å, forces in eV/Å.



Entry 6:
The following is a quantum chemistry calculation of a 2-piece molecular cluster, C5H4 overall at a distorted geometry, from the Open Molecules 2025 dataset.

Properties
2S+1	1
Kohn-Sham gap (spin up / spin down)	7.25 / 7.21	eV
ΔE to the lowest compared entry with this formula, charge and spin	6.6337	eV
total energy	-192.55035	Eh
LUMO (spin up / spin down)	-1.19 / -1.25	eV
molar mass	64.09	g/mol

```
9
Properties=species:S:1:pos:R:3:forces:R:3
C 4.177894 -0.114052 -0.326654 -0.665 -1.390 1.024
C 2.941419 -0.286570 -0.098413 -0.003 -0.558 0.314
C -1.230011 -0.234639 -0.662872 0.122 0.333 -0.499
C 1.874860 -0.823376 0.338119 -3.151 -0.154 -0.658
C -2.012580 -0.644120 0.249795 -2.191 0.671 0.132
H 4.694005 0.696943 -0.636689 1.728 2.183 -1.280
H 0.751723 -0.638279 0.130731 2.368 -0.038 0.598
H -1.376960 -1.354308 0.704539 1.190 -1.279 0.805
H -3.028602 -0.590700 0.660303 0.603 0.232 -0.436
```
Positions in Å, forces in eV/Å.



Entry 7:
The following is a quantum chemistry calculation of a 3-piece molecular cluster, C2H9O2S overall at a distorted geometry, from the Open Molecules 2025 dataset.

Properties
2S+1	1
Kohn-Sham gap	6.44	eV
ΔE to the lowest compared entry with this formula, charge and spin	0.6412	eV
total energy	-630.29360	Eh
LUMO	3.87	eV
total charge	-1
molar mass	97.16	g/mol

```
14
Properties=species:S:1:pos:R:3:forces:R:3
C 0.136129 -2.801351 -0.745379 0.008 0.500 0.013
C 0.323282 -1.295657 -0.853464 0.079 0.981 -0.678
S -0.971819 -0.238708 -0.118209 -0.099 -0.168 0.219
H 0.955881 -3.273748 -1.283992 0.086 -0.412 -0.066
H -0.814504 -3.044532 -1.220226 -0.005 -0.176 -0.007
H 0.103313 -3.168945 0.278663 0.039 0.073 0.136
H 0.379716 -1.064459 -1.928551 -0.217 -0.126 0.007
H 1.300227 -0.922370 -0.523939 0.040 -0.511 0.432
H -1.864294 2.451300 -0.702893 0.441 -0.427 0.268
H -2.148669 3.360741 -1.850045 0.055 0.120 -0.075
O -1.765869 3.374048 -0.968573 -0.330 0.165 -0.178
H 2.237365 0.954825 2.147852 -0.009 -0.373 0.051
H 3.010641 -0.199387 2.857808 -0.330 0.056 -0.211
O 3.042077 0.734771 2.635281 0.242 0.300 0.091
```
Positions in Å, forces in eV/Å.



Entry 8:
The following is a quantum chemistry calculation of a 2-piece molecular cluster, C5H7NO overall at a distorted geometry, from the Open Molecules 2025 dataset.

Properties
2S+1	1
Kohn-Sham gap	8.56	eV
ΔE to the lowest compared entry with this formula, charge and spin	5.0396	eV
total energy	-324.53926	Eh
LUMO	0.75	eV
molar mass	97.12	g/mol

```
14
Properties=species:S:1:pos:R:3:forces:R:3
C -3.214147 -1.203601 0.754861 -0.688 -0.877 0.127
C 0.497197 1.264528 -1.252397 0.008 -0.348 0.810
C 1.075878 -0.812081 -0.176160 1.459 -0.011 0.941
C 2.076732 0.216400 0.331218 0.210 -1.116 -0.613
C 0.654949 0.615522 0.047451 0.496 -0.158 -0.080
N -2.463554 -0.490081 0.292621 0.825 1.021 -0.396
O -0.623417 1.845375 -1.456759 -3.026 1.668 -1.106
H -3.910051 -1.933484 1.081919 -0.189 -0.100 0.257
H -1.526043 1.942235 -0.939848 2.659 -0.988 0.065
H 1.322098 -1.062358 -1.175724 -0.357 -0.570 -0.777
H 0.785759 -1.599035 0.528959 -0.202 0.457 -0.518
H 2.344314 0.085742 1.337304 0.118 0.086 1.336
H 2.966373 0.415280 -0.282877 -0.970 0.416 -0.085
H 0.013908 0.715556 0.909427 -0.344 0.518 0.040
```
Positions in Å, forces in eV/Å.



What is the 2S+1 in the eighth record? 1



What is the ΔE to the lowest compared entry with this formula, charge and spin in the eighth record? 5.0396 eV